[1]
Formula: C36H54O6S2
Source: the OMol25 dataset
Level of theory: wB97M-V/def2-TZVPD

Structure (XYZ):
```
98
Properties=species:S:1:pos:R:3:forces:R:3:mulliken_charge:R:1
C 1.6489 1.2014 5.4859 0.43 -0.05 0.55 -1.5881
C 1.4754 -0.1944 4.9504 -0.57 0.53 -0.08 0.4778
O 2.7195 -0.5692 4.3350 0.02 0.27 -0.14 -0.3753
S 3.0031 -2.1044 4.1621 0.44 -0.55 0.68 1.3970
C 3.6243 -2.5164 5.7878 -0.30 0.43 -0.38 -1.0258
O 1.7655 -2.7959 3.9840 -0.32 -0.06 -0.15 -0.6160
O 4.0546 -2.2137 3.2138 0.10 0.02 -0.25 -0.6734
H 2.3696 1.1872 6.3086 -0.01 0.08 -0.06 0.3765
H 0.7101 1.5738 5.8939 -0.06 0.05 -0.17 0.4114
H 2.0410 1.8719 4.7249 -0.18 0.06 -0.10 0.3396
H 1.2005 -0.8868 5.7480 0.08 -0.11 -0.08 0.6647
H 0.6872 -0.2020 4.1944 0.14 -0.26 -0.03 -0.3935
H 3.3158 -3.5315 6.0121 0.19 -0.08 0.03 0.3405
H 3.1554 -1.8121 6.4716 -0.01 -0.16 0.18 0.3583
H 4.6972 -2.3579 5.7843 0.05 -0.17 0.04 0.3426
C -3.1400 -1.6181 -1.7898 1.34 1.19 0.58 -0.7845
C -1.8215 -1.9041 -2.4641 -0.06 -1.78 -1.04 -0.0683
O -1.8317 -1.2574 -3.7685 -0.09 0.41 0.35 -0.3718
S -0.8302 -1.7586 -4.8826 -0.01 0.37 0.24 1.1844
C 0.6282 -0.8534 -4.4821 0.25 -0.15 -0.08 -0.6350
O -0.5645 -3.1439 -4.6754 0.11 -0.35 -0.08 -0.6303
O -1.3624 -1.2836 -6.1114 -0.06 0.10 -0.24 -0.6487
H -3.9719 -1.6391 -2.4833 -0.09 -0.33 0.02 0.4062
H -3.0263 -0.6080 -1.3806 -0.49 0.03 -0.08 -0.2242
H -3.2259 -2.2640 -0.9188 -0.36 -0.21 -0.15 0.3615
H -0.9112 -1.6742 -1.9102 -0.24 0.59 0.15 0.0536
H -1.7186 -2.9721 -2.6846 -0.17 0.05 0.11 0.6507
H 1.3357 -1.0210 -5.2926 0.02 -0.07 0.05 0.4700
H 1.0152 -1.2712 -3.5540 0.09 0.10 0.01 0.2483
H 0.4266 0.2100 -4.3911 -0.17 -0.02 -0.03 0.0135
C -3.1048 -1.7807 3.0559 -0.63 -0.21 -0.20 -0.8350
C -2.1725 -0.8084 3.3669 -0.18 -0.05 0.16 -0.2745
C -2.1162 0.3465 2.5997 0.48 -0.27 -0.19 -0.6759
C -2.9409 0.4846 1.4917 0.10 0.36 0.30 0.6241
C -3.9226 -0.4572 1.2193 0.48 0.04 -0.19 -0.5818
C -3.9721 -1.6174 1.9751 -0.14 0.10 0.32 -0.5734
H -3.2483 -2.6493 3.6870 0.33 -0.08 -0.06 0.4140
H -1.5128 -0.9823 4.2079 0.02 0.20 0.02 0.3822
H -1.3700 1.1024 2.8164 -0.02 0.02 -0.04 0.3625
H -2.7892 1.3409 0.8455 -0.29 0.08 0.05 0.3754
H -4.5802 -0.2720 0.3812 -0.11 -0.26 0.01 0.3685
H -4.7013 -2.3883 1.7577 -0.04 0.05 0.01 0.4485
C -5.5823 3.9432 0.8744 -0.12 -0.41 0.51 -0.3314
C -5.4678 2.6200 0.4757 0.28 0.02 -0.61 -0.5848
C -5.0305 2.3551 -0.8176 -0.14 -0.43 -0.57 -0.0311
C -4.7312 3.3741 -1.7104 0.14 0.29 0.41 -0.6446
C -4.8527 4.6856 -1.2864 -0.30 0.52 -0.09 -0.2137
C -5.2930 4.9728 -0.0013 0.25 0.02 0.14 -0.6088
H -5.8878 4.1324 1.8972 -0.03 0.22 -0.08 0.3746
H -5.6728 1.8007 1.1493 -0.10 0.06 0.09 0.4425
H -4.9581 1.3492 -1.2240 0.02 -0.08 0.40 0.3119
H -4.3543 3.1652 -2.7010 -0.17 -0.14 -0.07 0.5708
H -4.6672 5.5102 -1.9653 0.17 -0.09 -0.02 0.3775
H -5.3562 5.9931 0.3541 -0.08 0.05 -0.16 0.3616
C -0.4537 -5.2029 -0.8093 0.46 0.39 -0.54 -0.4785
C 0.3437 -6.3363 -0.7469 -0.46 0.09 0.34 -0.6017
C 1.3535 -6.4015 0.2031 0.19 -0.21 -0.10 -0.3740
C 1.5448 -5.3652 1.1048 0.44 0.36 -0.42 -0.5562
C 0.7783 -4.2081 1.0027 0.34 -0.28 0.13 -0.3299
C -0.1619 -4.1046 -0.0032 -1.15 -0.30 0.75 0.1896
H -1.2319 -5.1328 -1.5606 -0.08 -0.05 0.11 0.3795
H 0.1072 -7.1893 -1.3689 0.20 0.03 -0.14 0.3719
H 2.0052 -7.2678 0.2025 -0.04 0.00 0.21 0.3518
H 2.3724 -5.3844 1.8031 -0.16 -0.18 0.17 0.3826
H 0.9142 -3.4190 1.7294 0.04 0.07 -0.09 0.3320
H -0.8495 -3.2641 0.0485 0.19 0.13 -0.41 0.2565
C 5.1208 3.4591 -1.1705 0.09 -0.13 0.26 -0.5837
C 4.5454 2.8124 -2.2542 -0.39 0.18 0.41 0.1721
C 5.3151 2.5201 -3.3639 0.11 0.22 -0.45 -0.5991
C 6.6555 2.8645 -3.3722 0.58 0.08 0.09 -0.2718
C 7.2593 3.4375 -2.2556 -0.23 -0.37 -0.48 -0.5060
C 6.4762 3.7293 -1.1559 0.33 0.50 0.19 -0.3078
H 4.5486 3.7570 -0.3010 -0.23 -0.16 -0.10 0.3551
H 3.4877 2.5823 -2.2018 0.01 -0.05 -0.23 0.3303
H 4.8904 2.1068 -4.2701 -0.16 -0.15 0.15 0.3528
H 7.2735 2.7121 -4.2496 -0.17 -0.19 -0.04 0.3428
H 8.3235 3.6251 -2.2920 -0.01 0.19 0.18 0.3644
H 6.9059 4.2409 -0.3022 0.03 -0.12 0.02 0.3507
C -1.3408 2.9258 -3.4402 0.64 0.73 -0.48 -1.3091
C -0.1169 2.5424 -2.6206 -0.28 0.26 0.55 -0.7524
C -0.3844 1.3708 -1.6689 0.10 -0.09 -1.07 1.9696
C 0.7085 1.1500 -0.6614 1.06 0.35 0.39 -1.1595
C 0.5829 -0.1305 0.1370 -1.06 -0.61 -0.74 1.2215
C 1.5209 -0.2644 1.2927 0.68 0.32 1.02 -0.9157
H -1.0530 3.7325 -4.1250 -0.04 -0.17 -0.12 0.4685
H -2.0896 3.3922 -2.8027 -0.26 -0.44 0.07 0.1618
H -1.7279 2.1106 -4.0511 -0.24 -0.08 0.21 0.3103
H 0.7414 2.3104 -3.2578 -0.04 -0.07 -0.06 0.3139
H 0.1717 3.4394 -2.0591 0.10 -0.14 0.12 0.5471
H -0.4321 0.4938 -2.3309 -0.16 -0.04 0.30 -0.8659
H -1.3795 1.4524 -1.2223 0.07 0.14 0.20 -0.5393
H 1.6890 1.1419 -1.1642 -0.16 -0.15 -0.21 0.1015
H 0.8410 2.0115 0.0094 -0.48 -0.03 0.09 0.4386
H -0.4608 -0.2564 0.4562 0.09 0.32 0.36 -0.2344
H 0.6507 -0.9821 -0.5580 0.54 0.06 0.09 -0.0558
H 1.3631 -1.1683 1.8818 -0.07 -0.10 -0.19 -0.4127
H 2.5867 -0.2222 1.0474 -0.11 -0.22 -0.39 0.4274
H 1.4196 0.5674 2.0047 -0.31 0.02 -0.14 0.2402
```
Forces are in eV/Å.

Its orbital gap is 9.4 eV. The total charge is 0. The strongest force on any atom comes out at 2.06 eV Å⁻¹.

=====

[2]
Formula: C14H56N28O14
Source: the OMol25 dataset
Level of theory: wB97M-V/def2-TZVPD

Structure (XYZ):
```
112
Properties=species:S:1:pos:R:3:forces:R:3:mulliken_charge:R:1
C -2.3335 1.9721 0.4259 0.24 -1.70 -1.35 0.5675
O -1.5166 2.6124 0.9829 3.58 2.70 1.09 -0.6533
N -3.3917 1.5752 1.0100 -5.46 -1.98 3.73 -0.3170
N -2.2319 1.4288 -0.7929 2.22 0.05 -2.82 -0.3050
H -3.9970 0.8517 0.6489 -0.17 0.21 -0.31 0.1641
H -3.3857 1.5676 2.0199 -0.03 0.53 -0.15 0.2468
H -2.7958 0.6941 -1.1957 -0.22 0.15 0.23 0.1356
H -1.2988 1.5793 -1.1492 -0.30 -0.11 -0.57 0.1562
C 1.5308 -4.3104 -0.3363 4.51 -3.16 0.68 0.5015
O 0.4576 -3.9339 -0.5363 -8.17 3.60 -2.04 -0.9107
N 2.1750 -4.0320 0.7333 2.25 1.91 4.09 -0.3957
N 2.1039 -5.2622 -1.0047 1.44 -2.31 -2.22 0.0436
H 1.6526 -3.5133 1.4249 0.59 0.05 0.52 0.1259
H 3.0103 -4.5711 0.9115 -0.24 0.70 0.65 0.1369
H 3.0176 -5.5955 -0.7325 -0.17 0.14 -0.62 0.1931
H 1.6695 -5.5991 -1.8520 0.27 -0.31 -0.56 -0.1406
C 1.2325 -7.6532 -3.4622 0.39 2.80 0.44 0.4803
O 1.2511 -6.4134 -3.3113 -0.10 0.12 -0.47 -0.7894
N 1.0311 -8.4866 -2.5121 -1.06 -2.45 4.24 -0.3397
N 1.4656 -8.2857 -4.5508 0.36 -0.74 -3.07 -0.3344
H 0.8716 -9.4473 -2.7798 0.04 0.22 0.91 0.1463
H 0.9590 -8.1733 -1.5546 -0.44 -0.14 0.03 0.1612
H 1.7362 -7.7133 -5.3377 0.06 -0.63 -1.21 0.2218
H 1.3479 -9.2818 -4.4324 0.58 0.34 -1.51 0.1429
C -4.6106 -6.1312 -0.4608 -0.84 3.21 3.92 0.5612
O -4.4266 -5.9340 0.7495 0.87 -1.10 -0.08 -0.6769
N -4.7728 -7.2517 -1.0682 -0.18 -4.49 -1.40 -0.3095
N -4.8351 -5.0580 -1.1919 -0.42 2.54 -2.85 -0.0907
H -5.1619 -7.3443 -1.9957 0.31 0.17 0.29 0.1629
H -4.6118 -8.1013 -0.5463 0.06 0.16 -0.08 0.2682
H -4.7277 -4.1271 -0.8150 -0.13 -0.43 0.15 -0.0633
H -5.2305 -5.1344 -2.1181 0.31 0.22 0.08 0.0985
C -0.9561 -7.3818 -0.0737 -0.70 -0.78 0.67 0.7935
O -1.7689 -8.2723 0.0021 -0.76 -1.74 -0.15 -0.7375
N 0.3204 -7.4441 0.1676 4.06 -2.24 1.23 -0.6205
N -1.2306 -6.1712 -0.3857 -4.11 3.55 -1.91 0.2234
H 0.7853 -6.5490 0.2199 0.67 -0.78 0.32 0.2231
H 0.6186 -8.3051 0.6034 0.52 0.50 0.35 0.2165
H -0.6403 -5.3554 -0.4644 -0.01 -0.29 -0.04 0.3459
H -2.1760 -6.1900 -0.7404 0.02 1.18 -0.02 -0.2757
C 0.0320 -0.8780 -5.2799 -0.47 -2.34 -1.78 0.7145
O 0.9829 -1.5082 -5.6456 3.46 -0.98 -0.14 -0.7070
N -1.1221 -1.1771 -5.8212 -3.55 0.02 -1.02 -0.3088
N -0.0424 0.0688 -4.4009 0.26 3.40 3.28 -0.3794
H -1.9420 -0.8359 -5.3401 -0.15 -0.54 -0.42 0.0437
H -1.2141 -2.0005 -6.3989 -0.07 0.08 -0.10 0.1748
H 0.5904 0.0959 -3.6142 0.04 0.10 -0.40 0.2195
H -0.9446 0.5109 -4.2977 0.41 0.01 0.34 0.1513
C -1.9161 -3.4665 -2.8905 -2.51 2.41 -1.16 -0.5300
O -2.6935 -3.1377 -3.7357 -3.50 0.48 -4.30 -0.2413
N -0.9578 -4.2532 -2.9771 4.35 -4.37 -1.07 1.0812
N -1.9497 -2.8421 -1.7817 -1.06 2.99 5.79 0.5989
H -0.4578 -4.1033 -2.1125 2.01 -1.28 -0.83 0.2767
H -0.5688 -4.3550 -3.9037 0.47 -0.41 0.58 -0.1523
H -1.2453 -3.0226 -1.0807 -0.27 0.57 0.23 0.0589
H -2.6858 -2.1584 -1.6780 0.18 -0.08 0.17 -0.3751
C 0.7678 -6.1103 -7.0243 -1.54 0.79 -0.12 0.8620
O 1.6951 -6.8258 -6.9344 4.81 -3.27 0.48 -0.7968
N 0.0974 -5.9443 -8.1108 -1.93 0.40 -4.93 -0.3129
N 0.2546 -5.4796 -6.0231 -1.12 1.76 4.02 0.2134
H -0.7142 -5.3431 -8.1162 0.55 0.26 -0.21 0.1435
H 0.5847 -6.1371 -8.9742 -0.32 -0.01 0.10 0.2159
H 0.7007 -5.7120 -5.1473 -0.53 0.30 0.43 -0.6833
H -0.5217 -4.8386 -6.1042 0.20 -0.02 0.03 0.0942
C -6.3044 -2.7123 -5.9423 1.70 -0.86 -0.49 0.5272
O -6.0248 -2.7910 -7.1166 1.92 -0.02 -0.93 -0.6615
N -7.5601 -2.8142 -5.6487 -6.11 -0.29 -0.35 -0.4209
N -5.5774 -2.7520 -4.8266 2.04 0.65 1.23 -0.0102
H -8.1143 -2.6511 -4.8202 0.66 -0.27 -0.05 0.1521
H -7.9770 -3.2742 -6.4454 -0.96 0.60 0.29 0.2216
H -6.0640 -2.3383 -4.0442 0.81 -0.39 0.29 0.1085
H -4.6005 -3.0064 -4.7936 -0.32 0.92 0.27 -0.0437
C 0.4012 -1.2273 1.9178 1.46 -1.55 1.75 0.4820
O 0.6126 -1.9608 2.8789 -0.23 -0.52 -0.03 -0.7167
N 1.1178 -0.1911 1.6213 2.34 2.99 0.48 -0.3305
N -0.4271 -1.4362 0.9223 -3.17 -1.66 -1.46 0.0276
H 1.8413 0.0402 2.2870 -0.19 0.67 -0.44 0.2403
H 0.7813 0.3643 0.8477 0.99 0.48 0.45 0.1260
H -0.8437 -0.5807 0.5837 -0.65 -0.58 -0.40 0.0124
H -0.9509 -2.2861 1.0755 -0.61 0.36 -0.42 0.1209
C -2.8336 -4.5948 -7.2120 1.09 1.99 2.66 0.6677
O -2.0124 -3.7334 -7.4767 0.69 1.16 -1.09 -0.7747
N -2.9693 -5.7092 -7.8511 -0.01 -3.44 -4.07 -0.4078
N -3.5037 -4.6620 -6.0671 -1.24 -0.53 0.44 0.0761
H -3.5196 -6.4914 -7.5267 0.08 0.35 -0.40 0.1132
H -2.5429 -5.7819 -8.7638 -0.27 -0.21 0.19 0.2907
H -3.3419 -4.0226 -5.3021 0.68 -0.50 0.35 0.1025
H -3.7141 -5.6486 -6.0177 -0.79 0.68 2.00 0.1525
C -5.4441 0.0996 -2.3757 -1.38 0.63 1.05 0.4256
O -4.5187 -0.5572 -1.9650 2.36 -1.44 1.60 -0.3186
N -5.5016 0.4590 -3.6156 1.02 0.24 -3.95 -0.4278
N -6.4855 0.5473 -1.7039 -1.30 0.20 1.58 -0.3296
H -6.1862 1.1114 -3.9703 0.67 -0.17 -0.25 0.1662
H -4.6405 0.1569 -4.0484 -0.51 0.46 -1.13 0.1972
H -6.4561 0.3842 -0.7076 -0.59 -0.06 0.24 0.3668
H -7.2822 0.8447 -2.2489 0.07 0.05 0.79 0.1549
C -5.4160 -1.3689 1.2824 -1.98 3.19 1.48 0.4887
O -5.7757 -0.2719 0.8024 0.25 -0.92 0.20 -0.8734
N -4.5124 -2.1462 0.7918 2.90 -1.02 -3.28 -0.1115
N -5.8627 -1.8173 2.4463 -0.77 -0.69 1.93 -0.4500
H -4.1066 -1.6637 0.0027 0.44 -0.62 -0.46 -0.0680
H -3.9787 -2.8295 1.3099 -0.22 0.05 -0.17 0.2591
H -5.2780 -2.5719 2.7761 -0.69 0.05 0.76 0.1848
H -6.2571 -1.1685 3.1123 0.00 -0.21 -0.21 0.2667
C 3.3893 -3.3175 -3.9236 1.12 -5.85 -0.15 0.5503
O 4.2545 -3.9232 -3.3179 0.76 -0.49 2.68 -0.7387
N 3.6052 -2.2513 -4.5348 1.11 7.22 -3.12 -0.2369
N 2.3142 -3.9429 -4.4037 -3.18 -1.59 -0.03 0.0837
H 2.9646 -2.0454 -5.2880 0.14 0.82 0.22 0.2042
H 4.5109 -1.8047 -4.5177 -0.29 -0.28 0.13 0.2559
H 2.0934 -4.8901 -4.1314 0.54 0.18 0.28 -0.0442
H 1.8109 -3.6186 -5.2170 0.10 0.31 0.33 0.2208
```
Forces are in eV/Å.

Its orbital gap is 8.6 eV. The total charge is 0. As for the relative energy (zero: lowest compared OMol25 entry of this formula, charge and spin): 241.8 kcal per mole. The strongest force on any atom comes out at 9.15 eV Å⁻¹.

=====

Q: Which highest occupied orbital energy values were calculated for the entries above? A: -0.3350 -0.3143, in Ha.